Record 1
{
  "formula": "C3H6NO2S",
  "method": "wB97M-V/def2-TZVPD",
  "orbital_gap_ha": 0.2358,
  "relative_energy_ev": 5.106,
  "charge": -1,
  "species": ["C", "C", "C", "N", "O", "O", "S", "H", "H", "H", "H", "H", "H"],
  "positions_angstrom": [[1.05, -0.25, 1.30], [-0.02, -0.71, 0.26], [-0.97, 1.70, -0.14], [2.13, 0.28, 0.89], [2.29, 0.56, -0.39], [-2.38, 0.03, 1.01], [-1.60, 0.00, -0.29], [-1.00, 2.30, -1.05], [0.64, -0.04, 2.31], [0.51, -0.59, -0.65], [-0.34, -1.80, 0.23], [0.06, 1.44, 0.12], [-1.26, 2.15, 0.79]]
}


Record 2
{
  "formula": "C61H46Cl5CoN6OP",
  "method": "wB97M-V/def2-TZVPD",
  "orbital_gap_ha": [0.2255, 0.2254],
  "relative_energy_ev": 1.444,
  "spin_multiplicity": 2,
  "species": ["Co", "C", "N", "C", "N", "C", "C", "C", "C", "C", "C", "C", "C", "C", "C", "C", "C", "C", "C", "P", "C", "N", "C", "C", "N", "C", "C", "C", "C", "C", "C", "C", "C", "C", "C", "C", "C", "C", "C", "N", "C", "C", "N", "C", "C", "C", "C", "C", "C", "C", "C", "C", "C", "C", "C", "C", "H", "H", "H", "H", "H", "H", "H", "H", "H", "H", "H", "H", "H", "H", "H", "H", "H", "H", "H", "H", "H", "H", "H", "H", "H", "H", "H", "H", "H", "H", "H", "H", "H", "H", "H", "H", "H", "H", "H", "Cl", "C", "C", "Cl", "C", "Cl", "C", "O", "C", "Cl", "C", "Cl", "C", "C", "C", "C", "C", "C", "C", "H", "H", "H", "H", "H", "H", "H"],
  "positions_angstrom": [[0.33, -0.05, -0.03], [-0.18, -3.33, 3.94], [0.34, -2.97, 2.64], [-0.21, -2.09, 1.77], [0.60, -1.88, 0.75], [1.71, -2.67, 0.93], [1.57, -3.33, 2.13], [2.46, -4.30, 2.79], [3.76, -3.93, 3.12], [4.64, -4.85, 3.66], [4.23, -6.16, 3.88], [2.93, -6.53, 3.56], [2.05, -5.61, 3.02], [2.74, -2.81, -0.12], [2.94, -1.80, -1.06], [3.85, -1.96, -2.10], [4.58, -3.14, -2.21], [4.39, -4.15, -1.28], [3.49, -3.99, -0.24], [-1.95, -1.55, 1.77], [-1.90, 0.29, 1.70], [-1.18, 1.01, 0.86], [-1.64, 2.29, 0.91], [-2.68, 2.35, 1.82], [-2.84, 1.07, 2.30], [-3.79, 0.65, 3.31], [-3.62, 3.44, 2.13], [-3.81, 3.89, 3.44], [-4.71, 4.91, 3.70], [-5.43, 5.49, 2.66], [-5.24, 5.05, 1.36], [-4.34, 4.03, 1.10], [-1.08, 3.42, 0.15], [-0.61, 3.21, -1.28], [-0.86, 4.49, -2.04], [-0.75, 5.68, -1.47], [-0.48, 5.83, 0.00], [-1.05, 4.64, 0.71], [-2.16, -1.68, -0.05], [-1.42, -1.06, -0.94], [-1.93, -1.33, -2.17], [-3.03, -2.16, -2.02], [-3.17, -2.36, -0.66], [-4.16, -3.19, -0.01], [-3.89, -2.85, -3.00], [-5.28, -2.76, -2.95], [-6.06, -3.46, -3.86], [-5.47, -4.25, -4.83], [-4.09, -4.33, -4.89], [-3.30, -3.64, -3.99], [-1.34, -0.74, -3.38], [-0.03, -0.27, -3.34], [0.56, 0.30, -4.46], [-0.16, 0.40, -5.64], [-1.47, -0.04, -5.69], [-2.06, -0.60, -4.57], [-0.64, -2.46, 4.40], [0.63, -3.68, 4.57], [-0.93, -4.12, 3.86], [4.08, -2.91, 2.93], [5.65, -4.55, 3.91], [4.92, -6.88, 4.30], [2.61, -7.56, 3.72], [1.04, -5.91, 2.76], [2.39, -0.87, -0.97], [4.00, -1.15, -2.80], [5.28, -3.27, -3.02], [4.95, -5.07, -1.36], [3.34, -4.79, 0.46], [-3.38, 0.78, 4.31], [-4.04, -0.40, 3.17], [-4.69, 1.26, 3.22], [-3.23, 3.46, 4.24], [-4.85, 5.26, 4.71], [-6.14, 6.28, 2.87], [-5.79, 5.50, 0.55], [-4.17, 3.69, 0.08], [-1.20, 2.40, -1.72], [-1.07, 4.41, -3.11], [-0.87, 6.59, -2.05], [-0.92, 6.76, 0.37], [-1.38, 4.78, 1.73], [-4.39, -4.05, -0.64], [-5.08, -2.64, 0.17], [-3.77, -3.53, 0.94], [-5.75, -2.12, -2.22], [-7.14, -3.38, -3.80], [-6.08, -4.81, -5.52], [-3.62, -4.95, -5.65], [-2.22, -3.71, -4.04], [0.53, -0.36, -2.41], [1.58, 0.64, -4.41], [0.30, 0.84, -6.52], [-2.04, 0.06, -6.61], [-3.10, -0.91, -4.62], [5.10, -1.54, 5.59], [4.11, -0.82, 4.37], [2.77, -0.55, 4.61], [2.11, -0.87, 6.18], [1.96, -0.03, 3.61], [0.32, 0.34, 3.97], [2.44, 0.26, 2.29], [1.71, 0.71, 1.35], [3.84, 0.06, 2.13], [4.54, 0.56, 0.64], [4.64, -0.48, 3.12], [6.32, -0.77, 2.82], [0.93, 2.82, -1.43], [1.68, 4.07, -1.09], [1.58, 4.52, 0.22], [1.14, 5.92, 0.37], [1.87, 6.83, -0.56], [2.33, 6.34, -1.74], [2.09, 4.97, -2.07], [1.12, 2.51, -2.46], [1.16, 2.00, -0.75], [1.46, 3.81, 1.03], [1.18, 6.27, 1.40], [1.97, 7.87, -0.31], [2.84, 6.98, -2.45], [2.22, 4.63, -3.09]]
}


Record 3
{
  "formula": "C30H88O20",
  "method": "wB97M-V/def2-TZVPD",
  "orbital_gap_ha": 0.3714,
  "species": ["O", "H", "H", "O", "H", "H", "C", "C", "O", "O", "H", "H", "H", "H", "H", "H", "C", "C", "O", "O", "H", "H", "H", "H", "H", "H", "C", "C", "O", "O", "H", "H", "H", "H", "H", "H", "C", "C", "O", "O", "H", "H", "H", "H", "H", "H", "C", "C", "O", "O", "H", "H", "H", "H", "H", "H", "C", "C", "O", "O", "H", "H", "H", "H", "H", "H", "C", "C", "C", "O", "H", "H", "H", "H", "H", "H", "H", "H", "C", "C", "C", "O", "H", "H", "H", "H", "H", "H", "H", "H", "C", "C", "C", "O", "H", "H", "H", "H", "H", "H", "H", "H", "C", "C", "C", "O", "H", "H", "H", "H", "H", "H", "H", "H", "C", "C", "C", "O", "H", "H", "H", "H", "H", "H", "H", "H", "C", "C", "C", "O", "H", "H", "H", "H", "H", "H", "H", "H"],
  "positions_angstrom": [[0.44, 0.47, -3.86], [-0.51, 0.28, -3.82], [0.57, 1.14, -3.17], [3.24, -1.59, -2.88], [3.55, -1.03, -3.60], [2.31, -1.81, -3.13], [5.97, -0.56, -0.98], [4.86, 0.20, -0.27], [3.73, 0.41, -1.08], [5.63, -1.93, -1.24], [6.88, -0.61, -0.38], [6.17, -0.05, -1.93], [5.31, 1.17, -0.02], [4.66, -0.35, 0.66], [3.62, -0.36, -1.68], [4.95, -1.98, -1.92], [2.46, -3.53, 0.55], [2.86, -3.66, 2.01], [4.24, -3.87, 2.25], [1.74, -4.72, 0.16], [3.42, -3.49, 0.01], [1.86, -2.66, 0.28], [2.28, -4.47, 2.47], [2.54, -2.72, 2.47], [4.40, -3.76, 3.19], [2.09, -4.97, -0.70], [0.74, 4.82, -2.66], [1.88, 5.50, -1.98], [2.79, 4.61, -1.39], [-0.04, 4.08, -1.72], [1.14, 4.08, -3.38], [0.17, 5.49, -3.30], [1.58, 6.24, -1.22], [2.38, 6.22, -2.65], [2.87, 4.82, -0.44], [0.53, 3.33, -1.47], [-5.39, -1.20, 1.67], [-4.53, -0.13, 2.33], [-5.26, 0.71, 3.21], [-4.44, -2.04, 1.03], [-6.05, -0.72, 0.94], [-5.99, -1.72, 2.43], [-4.12, 0.45, 1.50], [-3.71, -0.56, 2.89], [-5.65, 1.45, 2.74], [-4.84, -2.56, 0.33], [-0.69, -3.20, 1.85], [-1.64, -4.36, 2.10], [-1.61, -4.75, 3.47], [-1.17, -2.01, 2.48], [-0.49, -3.07, 0.78], [0.31, -3.36, 2.25], [-1.21, -5.20, 1.53], [-2.63, -4.15, 1.70], [-2.21, -4.17, 3.94], [-2.13, -1.91, 2.38], [-2.33, 2.81, -4.70], [-1.20, 2.83, -5.72], [-1.11, 1.60, -6.42], [-2.06, 1.92, -3.62], [-3.18, 2.37, -5.23], [-2.55, 3.83, -4.39], [-0.23, 3.09, -5.29], [-1.45, 3.67, -6.39], [-0.35, 1.15, -6.02], [-1.64, 2.46, -2.93], [0.87, 0.51, 0.98], [0.36, 0.47, -0.46], [-1.13, 0.56, -0.58], [0.98, 1.57, -1.19], [1.95, 0.69, 1.04], [0.82, -0.47, 1.46], [0.28, 1.26, 1.49], [0.75, -0.41, -0.98], [-1.60, 0.21, 0.34], [-1.50, -0.03, -1.42], [-1.43, 1.59, -0.81], [1.94, 1.37, -1.15], [-0.94, -3.37, -2.37], [-0.32, -3.29, -3.77], [-1.30, -2.84, -4.81], [0.83, -2.45, -3.77], [-1.44, -2.43, -2.12], [-0.21, -3.50, -1.57], [-1.64, -4.22, -2.35], [0.07, -4.28, -4.03], [-2.24, -3.37, -4.83], [-0.83, -3.10, -5.77], [-1.41, -1.76, -4.98], [0.53, -1.53, -3.69], [3.53, -0.16, 3.63], [3.40, -0.64, 5.07], [2.15, -1.48, 5.32], [4.53, -1.44, 5.43], [4.44, 0.45, 3.52], [2.65, 0.36, 3.27], [3.81, -1.00, 2.98], [3.35, 0.22, 5.74], [2.14, -2.31, 4.61], [1.25, -0.89, 5.14], [2.20, -1.83, 6.35], [5.31, -0.88, 5.47], [-5.04, -2.05, -4.40], [-5.91, -1.45, -3.30], [-5.16, -1.24, -2.00], [-6.33, -0.13, -3.68], [-5.20, -3.13, -4.49], [-3.99, -1.80, -4.28], [-5.36, -1.75, -5.41], [-6.81, -2.04, -3.15], [-4.29, -0.59, -2.10], [-4.92, -2.24, -1.63], [-5.86, -0.83, -1.26], [-6.92, -0.08, -4.43], [1.49, 4.26, 2.16], [3.01, 4.34, 2.16], [3.61, 3.02, 1.73], [3.49, 5.31, 1.21], [1.15, 3.93, 1.18], [1.11, 5.28, 2.25], [1.04, 3.68, 2.97], [3.39, 4.59, 3.16], [3.20, 2.15, 2.25], [4.68, 2.98, 1.96], [3.45, 2.81, 0.67], [3.33, 6.19, 1.57], [-1.90, 1.93, 3.09], [-1.54, 1.97, 4.55], [-2.56, 1.26, 5.45], [-0.24, 1.39, 4.70], [-1.39, 2.58, 2.37], [-2.93, 2.27, 2.86], [-2.01, 0.94, 2.63], [-1.59, 3.02, 4.86], [-2.58, 1.76, 6.41], [-2.46, 0.17, 5.38], [-3.56, 1.40, 5.00], [-0.31, 0.50, 4.32]]
}


Record 4
{
  "formula": "C17H35NO29S7",
  "method": "wB97M-V/def2-TZVPD",
  "orbital_gap_ha": 0.3795,
  "relative_energy_ev": 0.000,
  "species": ["C", "C", "O", "S", "O", "O", "O", "H", "H", "H", "H", "C", "C", "O", "S", "O", "O", "O", "H", "H", "H", "H", "C", "C", "O", "S", "O", "O", "O", "H", "H", "H", "H", "C", "C", "O", "S", "O", "O", "O", "H", "H", "H", "H", "C", "C", "O", "S", "O", "O", "O", "H", "H", "H", "H", "C", "C", "O", "S", "O", "O", "O", "H", "H", "H", "H", "C", "C", "O", "S", "O", "O", "O", "H", "H", "H", "H", "C", "C", "O", "N", "C", "H", "H", "H", "H", "H", "H", "H"],
  "positions_angstrom": [[4.89, 9.87, -33.28], [6.40, 9.96, -33.16], [6.74, 9.15, -32.02], [5.70, 8.00, -31.78], [5.22, 8.02, -30.46], [6.15, 6.77, -32.33], [4.57, 8.57, -32.77], [4.64, 9.91, -34.34], [4.31, 10.61, -32.72], [6.84, 10.95, -33.08], [6.88, 9.42, -33.98], [12.07, 11.82, -32.47], [13.06, 11.72, -33.61], [13.80, 12.96, -33.46], [12.73, 14.11, -33.27], [12.12, 14.43, -34.50], [13.27, 15.11, -32.44], [11.70, 13.21, -32.42], [12.54, 11.71, -31.49], [11.27, 11.10, -32.63], [12.54, 11.67, -34.57], [13.81, 10.95, -33.49], [16.96, 6.59, -32.50], [16.74, 7.14, -33.91], [15.30, 7.05, -34.09], [14.58, 7.32, -32.70], [13.47, 6.48, -32.60], [14.43, 8.73, -32.52], [15.75, 6.80, -31.78], [17.82, 7.06, -32.02], [17.17, 5.52, -32.45], [17.16, 6.52, -34.69], [16.95, 8.20, -33.92], [10.28, 3.99, -26.97], [11.15, 4.75, -26.00], [12.50, 4.54, -26.44], [12.55, 4.12, -27.98], [13.05, 2.81, -28.07], [13.09, 5.18, -28.76], [10.96, 4.18, -28.21], [9.30, 4.47, -27.04], [10.20, 2.94, -26.70], [11.02, 4.45, -24.96], [10.93, 5.82, -26.02], [8.89, 6.48, -30.98], [10.10, 6.65, -30.08], [10.29, 8.08, -30.04], [10.04, 8.62, -31.53], [11.23, 8.40, -32.27], [9.49, 9.92, -31.45], [8.94, 7.55, -31.92], [8.05, 6.64, -30.28], [8.69, 5.51, -31.42], [11.01, 6.19, -30.48], [9.96, 6.32, -29.05], [7.06, 3.18, -32.67], [7.68, 1.78, -32.87], [9.07, 2.04, -33.16], [9.16, 3.38, -33.99], [8.63, 3.22, -35.29], [10.41, 3.97, -33.77], [8.07, 4.11, -33.07], [6.85, 3.43, -31.64], [6.17, 3.29, -33.29], [7.31, 1.28, -33.77], [7.67, 1.13, -32.01], [12.84, 8.47, -27.56], [13.49, 8.99, -28.83], [14.81, 9.36, -28.40], [15.34, 8.29, -27.35], [16.00, 8.96, -26.29], [15.96, 7.22, -28.02], [13.89, 7.84, -26.83], [12.03, 7.76, -27.75], [12.41, 9.26, -26.95], [13.03, 9.92, -29.16], [13.54, 8.21, -29.58], [8.76, 8.48, -26.87], [7.98, 7.38, -26.15], [8.55, 6.58, -25.42], [6.63, 7.47, -26.24], [5.77, 6.51, -25.60], [9.69, 8.00, -27.15], [8.95, 9.24, -26.11], [8.22, 8.89, -27.72], [6.22, 8.30, -26.62], [6.19, 5.51, -25.56], [4.83, 6.46, -26.14], [5.50, 6.73, -24.56]]
}


Record 5
{
  "formula": "C20H26N6O2SV",
  "method": "wB97M-V/def2-TZVPD",
  "orbital_gap_ha": [0.2705, 0.2682],
  "relative_energy_ev": 0.000,
  "charge": 1,
  "spin_multiplicity": 3,
  "species": ["V", "N", "C", "S", "N", "N", "C", "C", "C", "C", "C", "C", "C", "C", "C", "C", "C", "C", "N", "H", "H", "H", "H", "H", "H", "H", "H", "H", "H", "H", "N", "C", "O", "C", "C", "H", "H", "H", "H", "H", "H", "C", "N", "C", "C", "C", "O", "H", "H", "H", "H", "H", "H", "H", "H", "H"],
  "positions_angstrom": [[0.29, 0.98, -1.00], [-1.94, -1.12, -4.11], [-1.08, -0.80, -3.13], [0.06, 0.48, -3.40], [-1.12, -1.49, -2.02], [-0.17, -1.03, -1.17], [0.50, -1.83, -0.40], [0.24, -3.28, -0.28], [1.27, -4.19, -0.51], [1.03, -5.55, -0.41], [-0.24, -6.01, -0.08], [-1.27, -5.10, 0.14], [-1.03, -3.74, 0.03], [1.65, -1.20, 0.26], [2.41, -1.83, 1.24], [3.54, -1.19, 1.72], [3.88, 0.06, 1.22], [3.05, 0.64, 0.27], [1.97, 0.03, -0.20], [-1.81, -0.72, -5.02], [-2.45, -1.98, -4.03], [2.26, -3.84, -0.78], [1.83, -6.25, -0.60], [-0.42, -7.07, 0.00], [-2.26, -5.46, 0.39], [-1.84, -3.04, 0.17], [2.12, -2.80, 1.60], [4.15, -1.66, 2.48], [4.76, 0.58, 1.56], [3.26, 1.62, -0.13], [-2.25, 3.91, -2.43], [-1.22, 3.17, -2.02], [-1.42, 2.19, -1.27], [0.17, 3.55, -2.45], [1.20, 2.72, -1.69], [-3.19, 3.62, -2.23], [-2.11, 4.69, -3.06], [0.29, 4.63, -2.34], [0.22, 3.34, -3.52], [1.39, 3.19, -0.71], [2.14, 2.68, -2.22], [-1.88, 2.44, 3.88], [-0.84, 2.16, 2.89], [0.51, 2.69, 3.10], [-1.06, 1.44, 1.80], [-2.41, 0.89, 1.48], [-0.11, 1.24, 1.00], [-1.45, 3.02, 4.69], [-2.27, 1.51, 4.31], [-2.70, 3.01, 3.45], [0.51, 3.33, 3.97], [0.83, 3.26, 2.23], [1.21, 1.87, 3.25], [-3.11, 0.92, 2.30], [-2.29, -0.13, 1.14], [-2.81, 1.46, 0.63]]
}